Formula: C15H19N5O
Source: OMol25
Level of theory: ωB97M-V/def2-TZVPD

XYZ file:
```
40
Properties=species:S:1:pos:R:3:forces:R:3:mulliken_charge:R:1
C -5.81117 -0.55570 0.17178 0.127 0.211 -0.115 -1.598
C -4.80269 0.41593 -0.43875 -0.018 0.058 -0.053 0.434
C -3.90747 -0.26064 -1.48402 -0.031 -0.023 0.173 -0.831
C -2.87451 -1.18372 -0.83994 0.016 -0.100 -0.459 -0.968
N -2.08761 -0.44889 0.13371 -0.296 -0.245 -0.016 0.059
C -0.80377 -0.15896 -0.14970 0.224 0.092 0.278 0.998
O -0.22628 -0.57996 -1.12789 0.218 0.077 -0.164 -0.650
C -0.06737 0.73265 0.87509 -0.443 -0.224 -0.224 -0.880
N 1.27114 0.94224 0.42866 0.665 0.115 0.043 1.318
N 1.63363 1.97040 -0.29724 -0.919 0.553 -0.094 -0.748
N 2.88028 1.82624 -0.56115 0.625 0.056 -0.244 -0.303
C 3.27197 0.67224 0.02201 -1.016 0.040 0.296 0.140
C 4.61913 0.14631 -0.03419 0.529 -0.248 0.002 0.537
C 4.92899 -1.06057 0.58821 -0.060 0.149 -0.072 -0.365
C 6.21832 -1.55338 0.52868 0.054 -0.069 0.029 -0.577
C 7.20217 -0.85030 -0.14873 0.068 -0.016 -0.009 -0.351
C 6.89514 0.35010 -0.76993 0.096 -0.012 -0.019 -0.556
C 5.60875 0.85106 -0.71555 -0.172 -0.054 0.078 -0.398
N 2.25192 0.10361 0.66083 0.476 -0.379 0.052 -0.808
C -2.89240 0.10185 1.19921 -0.145 0.373 0.142 -0.885
C -3.92135 1.08043 0.62621 -0.048 -0.151 0.024 -0.801
H -6.44196 -0.03949 0.89205 -0.090 -0.002 0.103 0.392
H -5.32341 -1.38305 0.67885 0.006 -0.147 0.089 0.313
H -6.45017 -0.96654 -0.60620 -0.086 -0.092 -0.046 0.402
H -5.37383 1.20479 -0.94141 0.057 -0.041 0.037 0.339
H -3.37519 0.50710 -2.04943 0.036 -0.017 -0.076 0.347
H -4.51599 -0.83382 -2.18414 -0.020 -0.002 -0.082 0.418
H -3.36215 -2.02264 -0.33512 0.038 -0.014 -0.005 0.375
H -2.18962 -1.57398 -1.59371 -0.123 -0.031 0.143 0.421
H -0.54691 1.71131 0.94355 0.056 -0.118 0.106 0.337
H -0.03183 0.23838 1.84872 -0.020 0.179 -0.082 0.359
H 4.15021 -1.59668 1.10851 -0.047 -0.071 0.051 0.432
H 6.45934 -2.48988 1.01045 0.010 -0.062 0.032 0.384
H 8.20908 -1.23932 -0.19357 0.068 -0.026 -0.004 0.375
H 7.66303 0.89561 -1.29879 0.047 0.042 -0.037 0.386
H 5.34927 1.78289 -1.19367 0.009 0.081 -0.050 0.466
H -3.40615 -0.72699 1.69801 0.093 0.056 0.072 0.270
H -2.27177 0.60222 1.94004 -0.004 -0.076 0.021 0.455
H -3.38888 1.91937 0.17244 0.043 0.068 0.043 0.320
H -4.53990 1.46974 1.43612 -0.023 0.070 0.036 0.440
```
Positions in Å, forces in eV/Å.

Summary:
Charge: 0
SMILES: CC1CCN(C(=O)Cn2nnc(-c3ccccc3)n2)CC1
ΔE to the lowest compared entry with this formula, charge and spin: 19.42 kcal per mole
HOMO: -8.717 eV
Largest force on an atom: 1.1 eV/A
HOMO-LUMO gap: 9.339 eV

***

Formula: C15H19N7O6
Source: OMol25
Level of theory: ωB97M-V/def2-TZVPD

XYZ file:
```
47
Properties=species:S:1:pos:R:3:forces:R:3:mulliken_charge:R:1
O 1.53501 5.59524 -2.52316 0.651 -1.200 0.080 -0.659
N 2.14209 4.54187 -2.43760 -0.249 -1.321 0.249 0.804
C 1.78493 3.21375 -2.31669 0.370 2.212 -0.034 0.095
C 2.97264 2.45762 -2.24848 2.090 0.926 -0.212 0.609
N 4.06687 3.26878 -2.33351 -2.415 -1.283 0.231 -0.512
O 3.54926 4.54066 -2.42306 -0.299 0.050 -0.204 -0.173
C 2.87655 1.01101 -2.04667 -2.152 -0.427 0.146 -1.000
N 3.99703 0.09097 -2.15274 1.756 -2.411 0.393 0.920
O 5.14884 0.47482 -2.42621 -2.617 0.083 0.479 -0.545
O 3.72267 -1.12453 -1.96094 0.421 2.462 -0.371 -0.566
C 1.60464 0.44418 -1.81494 2.579 0.119 -0.617 -0.059
C 0.46719 1.22688 -2.03366 -2.777 1.142 -0.218 0.853
N -0.89105 0.89621 -2.11861 1.556 -0.475 0.281 0.830
O -1.48708 -0.17893 -2.09021 0.450 1.517 -0.134 -0.705
O -1.60171 2.07682 -2.29701 0.497 -0.403 0.119 -0.187
N -0.75798 3.16758 -2.35977 2.660 -1.463 0.097 -0.554
C 0.49612 2.62534 -2.23696 -2.825 1.005 -0.279 0.424
H 1.48038 -0.57215 -1.46766 0.360 0.023 -0.295 0.658
C -3.67296 0.57861 2.34587 0.189 -0.075 -0.192 -0.582
C -2.67623 1.70930 2.67858 0.197 -0.055 -0.243 -0.475
C -1.28191 1.05980 2.66282 0.183 0.280 0.683 -0.837
N -1.44115 -0.21262 2.00929 0.010 0.267 -0.767 0.499
C -0.40721 -1.19609 2.20282 0.051 -0.753 0.037 -1.162
C -0.39158 -2.14736 1.01581 -0.651 -0.551 0.630 0.207
C 0.38186 -3.46896 1.17165 0.065 0.508 0.019 -0.840
C 0.66494 -3.87497 -0.28941 0.176 -0.283 0.025 -0.696
C 0.38893 -2.62072 -1.12809 -0.731 0.334 -0.074 -0.435
N 0.17967 -1.54195 -0.13895 0.850 0.354 -0.896 -0.034
C -2.81396 -0.67260 2.09662 -0.302 -0.359 0.306 -0.679
H -4.37398 0.40343 3.16682 0.027 0.059 -0.233 0.329
H -4.23270 0.81764 1.43817 -0.085 0.038 0.238 0.256
H -2.71118 2.47811 1.90271 -0.137 0.053 0.233 0.237
H -2.88776 2.15880 3.65136 0.045 0.087 -0.215 0.312
H -0.54103 1.67772 2.13379 -0.150 -0.109 0.087 0.322
H -0.90024 0.94533 3.69449 -0.088 -0.032 -0.052 0.305
H 0.58619 -0.72502 2.30085 -0.427 -0.073 -0.010 0.401
H -0.60164 -1.83091 3.09310 0.078 0.351 0.126 0.261
H -1.45585 -2.37277 0.79781 0.217 -0.349 0.193 0.121
H 1.33240 -3.28364 1.68856 -0.201 0.031 0.006 0.334
H -0.18384 -4.20431 1.75246 0.114 0.069 -0.190 0.376
H 1.70115 -4.18583 -0.43346 -0.081 -0.081 0.157 0.305
H 0.03352 -4.70788 -0.61152 0.050 0.144 0.043 0.279
H 1.22110 -2.38217 -1.79662 -0.070 -0.116 -0.015 0.487
H -0.51532 -2.76312 -1.74528 0.244 0.025 0.064 0.227
H -0.42464 -0.79632 -0.48152 0.092 -0.605 0.165 -0.313
H -2.95903 -1.39386 2.92529 0.185 0.081 -0.044 0.285
H -3.12395 -1.20375 1.18392 0.095 0.203 0.207 0.280
```
Positions in Å, forces in eV/Å.

Summary:
Charge: 0
ΔE to the lowest compared entry with this formula, charge and spin: 1.50 kcal per mole
HOMO: -8.337 eV
Largest force on an atom: 3.0 eV/A
HOMO-LUMO gap: 5.934 eV

***

Formula: C15H20BCl4N3O
Source: OMol25
Level of theory: ωB97M-V/def2-TZVPD

XYZ file:
```
44
Properties=species:S:1:pos:R:3:forces:R:3:mulliken_charge:R:1
Cl -4.28538 0.42660 -1.25764 0.293 0.305 -0.122 -0.352
B -2.70399 1.41170 -1.37611 0.395 0.145 0.467 0.836
Cl -2.53505 2.27788 -3.01121 -0.353 -0.281 -0.068 -0.280
Cl -2.67381 2.88889 -0.10202 -0.376 -0.054 -0.191 -0.346
O -1.61475 0.48270 -1.02023 0.224 0.496 0.306 -0.728
C -0.36998 0.98764 -0.61599 -0.975 0.895 -0.909 -0.390
C 0.33611 1.55445 -1.89707 0.521 0.193 0.733 -0.480
C 1.05364 2.76059 -1.77344 0.068 -0.724 -0.332 0.157
C 1.61529 3.37317 -2.89894 -0.218 0.026 -0.231 -0.936
C 1.40219 2.81546 -4.16916 -0.562 -0.834 1.220 0.424
Cl 1.88910 3.67561 -5.56907 0.311 0.110 -0.350 -0.222
C 0.72625 1.59103 -4.29331 0.024 0.486 0.193 -0.689
C 0.16016 0.99837 -3.16198 0.375 -0.535 -0.103 -0.151
H -0.42633 1.86869 0.05336 -0.484 -0.395 -0.225 0.687
H 1.17571 3.17116 -0.76893 0.040 0.144 -0.367 0.420
H 2.19257 4.29944 -2.84426 -0.322 -0.268 0.175 0.388
H 0.59954 1.14919 -5.28102 -0.076 0.136 0.273 0.378
H -0.43657 0.08514 -3.28228 0.284 0.443 0.123 0.381
C -2.43508 0.08916 1.58276 -0.124 0.773 -0.491 -0.717
N -1.25930 -0.69423 1.94832 1.361 -0.293 -0.294 0.055
C -1.61006 -1.66130 2.99573 -0.322 -0.649 -0.006 -0.710
C -0.44187 -2.12491 3.82019 -0.108 -0.047 0.103 -0.536
C 0.51713 -2.67300 2.83537 0.102 -0.789 -0.290 -0.825
N 0.81038 -1.75335 1.74016 0.205 -0.302 0.151 0.106
C 1.99660 -2.26063 1.04309 0.185 -0.263 0.575 -0.771
C 2.20922 -1.53674 -0.22991 0.510 -0.508 -0.486 -0.805
C 1.78045 -0.10769 -0.05817 0.430 0.020 -0.393 -0.495
N 0.35076 -0.05642 0.16548 -0.496 -1.572 1.347 0.161
C -0.07627 -0.84198 1.25972 -0.834 1.566 -0.716 0.655
H -2.19535 1.05790 1.12756 0.014 -0.635 0.299 0.053
H -3.07360 -0.47291 0.89036 0.130 0.192 0.230 0.299
H -2.98315 0.31609 2.50121 0.126 -0.130 -0.121 0.314
H -2.38823 -1.25193 3.63985 0.099 0.253 -0.300 0.353
H -2.03900 -2.55741 2.50913 -0.056 0.286 0.164 0.339
H 0.01542 -1.37213 4.45958 -0.159 0.266 -0.094 0.308
H -0.76006 -2.95602 4.44529 -0.118 0.075 0.234 0.335
H 1.45527 -2.97720 3.30342 0.101 0.235 -0.125 0.355
H 0.08030 -3.59759 2.41084 0.218 0.247 0.020 0.369
H 2.86400 -2.17068 1.71618 -0.289 0.248 -0.029 0.357
H 1.88045 -3.34413 0.89811 -0.170 0.194 -0.097 0.374
H 3.25693 -1.61129 -0.50846 0.139 0.107 -0.092 0.370
H 1.64011 -2.04553 -1.00870 -0.128 0.400 -0.215 0.338
H 2.30910 0.38428 0.78053 0.010 -0.167 -0.374 0.223
H 1.99116 0.40190 -0.99834 0.007 0.203 0.404 0.401
```
Positions in Å, forces in eV/Å.

Summary:
Charge: 0
ΔE to the lowest compared entry with this formula, charge and spin: 0.00 kcal per mole
HOMO: -8.653 eV
Largest force on an atom: 2.1 eV/A
HOMO-LUMO gap: 8.632 eV

***

Formula: C15H20Br2ClN2O5PS
Source: OMol25
Level of theory: ωB97M-V/def2-TZVPD

XYZ file:
```
47
Properties=species:S:1:pos:R:3:forces:R:3:mulliken_charge:R:1
C -1.04641 2.07725 2.81853 -0.713 0.209 -1.812 -0.471
C -0.55391 1.51931 1.83575 0.878 -0.789 1.201 -1.390
C 0.11896 0.55274 0.76631 -2.957 2.158 -0.291 2.822
C 1.55339 -0.01716 1.11343 -0.461 -0.755 0.449 -0.972
C 1.86575 -0.19871 2.65554 1.535 -1.411 -0.598 0.044
C 3.17174 -1.14973 2.73612 -0.054 0.611 -0.913 -1.101
Br 2.45566 1.52737 3.49529 -0.738 -0.794 -0.320 -0.126
C -0.04987 1.37783 -0.64559 0.004 1.207 1.571 0.133
C 1.24687 1.98060 -1.33017 -0.212 -0.720 -0.673 -1.301
C 2.00084 1.04843 -2.35544 0.655 1.633 -0.414 -0.755
O 2.33616 -0.28345 -1.84789 -1.489 -1.147 -0.527 -0.269
C 1.94845 -1.31526 -2.71214 0.937 -0.198 -0.915 0.288
O 2.52234 -1.65036 -3.71530 -0.860 0.657 1.675 -0.417
C -1.20229 0.71926 -1.52250 0.939 2.858 -2.205 -0.639
O -0.94651 0.18588 -2.80186 -0.664 -0.944 1.777 -0.509
N -2.08287 -0.09621 -0.55309 2.193 0.167 0.659 1.147
N -2.51908 -1.37913 -1.01189 -3.038 -0.215 -1.370 -0.744
C -3.56640 -1.26083 -1.76528 1.818 1.756 -1.516 0.512
O -4.24185 -0.96158 -2.66305 0.303 -1.474 2.040 -0.274
P -3.35232 1.10008 -0.10839 -3.416 1.213 1.691 -0.001
S -4.73828 0.43653 1.05964 0.624 -0.150 -0.324 -0.277
C -1.06142 -0.51696 0.50072 3.491 -2.862 1.036 -0.816
C -1.55214 -1.38407 1.72872 -0.801 -0.024 0.684 -0.932
C -1.33305 -2.94476 1.53478 1.269 -0.133 -0.646 0.450
O -0.34344 -3.45970 1.08832 -1.640 1.251 0.662 -0.398
Br -2.81563 -4.14274 2.11568 0.524 0.862 -0.158 -0.159
H -1.72154 2.74416 3.42290 1.413 -1.213 -0.679 0.397
H 2.40795 0.57279 0.66428 -1.324 -0.460 0.362 0.363
H 1.61003 -1.05037 0.62717 -0.063 1.334 0.645 0.390
H 1.05826 -0.70470 3.25525 0.641 1.061 -0.584 0.317
H 4.08785 -0.49279 2.56618 -1.143 -0.970 0.466 0.376
H 3.16031 -1.85848 1.84140 -0.118 0.623 1.398 0.306
H 3.23940 -1.71309 3.70980 -0.037 0.722 -1.091 0.349
H -0.57098 2.32479 -0.26782 0.592 -1.246 -0.556 0.377
H 0.91163 2.90631 -1.90770 0.549 -1.248 0.572 0.430
H 1.97853 2.36555 -0.54408 -1.186 -0.635 -0.744 0.356
H 3.00253 1.57130 -2.61971 -1.694 -0.943 0.205 0.237
H 1.45745 0.93726 -3.34217 0.631 0.308 1.291 0.576
H 1.02864 -1.93131 -2.40879 0.729 0.801 0.303 0.182
H -1.83278 1.63832 -1.78791 0.637 -1.251 0.114 0.428
H -0.71404 -0.76672 -2.76516 0.253 0.648 0.024 0.348
H -3.99554 1.49876 -1.33774 1.157 -0.445 0.237 0.228
H -2.78112 2.31093 0.42625 0.589 -1.021 -0.743 0.183
H -0.47209 -1.29671 -0.10194 -0.812 1.008 0.476 0.390
H -0.93448 -1.07712 2.63672 -0.750 -0.439 -1.184 0.209
H -2.62939 -1.24128 2.02516 1.158 0.091 -0.457 0.464
Cl 3.86639 1.56145 -4.44242 0.653 0.307 -0.817 -0.751
```
Positions in Å, forces in eV/Å.

Summary:
Charge: 0
HOMO: -6.038 eV
Largest force on an atom: 4.6 eV/A
HOMO-LUMO gap: 3.315 eV